ORCA calculation (wB97M-V/def2-TZVPD) on C42H31AsN2O4S2TeTi as an isolated structure.

charge: -2
highest occupied orbital energy (alpha / beta): -0.31 / -1.58 eV
energy relative to the best compared isomer or geometry (same formula, charge and spin): 70.6 kJ/mol
HOMO-LUMO gap (alpha / beta): 4.08 / 5.34 eV
multiplicity: 3
energy: -6179.381652 a.u.
LUMO level (alpha / beta): 3.77 / 3.76 eV

Geometry as XYZ:
```
84
Properties=species:S:1:pos:R:3:forces:R:3
Ti 0.940170 -0.404467 1.391444 0.45 -0.41 0.19
O 2.836238 -3.404318 -0.809230 0.02 0.12 0.09
C 2.485550 -2.564106 0.013396 0.07 -0.15 -0.01
O 1.459916 -1.770689 -0.096615 -0.09 0.08 -0.15
C 3.177669 -2.376979 1.330748 0.05 0.06 -0.13
C 4.331756 -2.964992 1.771956 -0.02 -0.11 -0.04
C 4.757553 -2.737692 3.096029 0.01 -0.01 -0.02
C 3.911519 -2.020831 3.952986 -0.11 0.00 0.11
C 2.756060 -1.464241 3.457620 0.24 -0.09 -0.11
N 2.466737 -1.528003 2.123399 -0.14 0.17 -0.10
C 1.644774 -0.845062 4.221825 -0.33 0.15 0.19
O 1.673497 -0.676199 5.436488 0.08 -0.03 -0.01
O 0.622238 -0.570159 3.450502 -0.09 0.06 0.15
H 4.872607 -3.619382 1.099786 -0.01 0.00 -0.01
H 5.675361 -3.177675 3.464709 -0.01 0.00 0.00
H 4.119406 -1.923240 5.011563 -0.01 0.01 -0.01
S -0.579788 3.803267 -1.313281 -0.01 -0.07 0.07
C 0.429037 3.690000 -2.716793 -0.08 0.17 -0.03
C 0.580296 4.796593 -3.584735 -0.01 -0.02 0.05
C 1.384071 4.753031 -4.704240 0.03 -0.06 -0.02
C 2.083204 3.589694 -5.019948 -0.02 0.05 -0.01
C 1.945106 2.485842 -4.192626 -0.01 -0.01 0.02
C 1.126967 2.513138 -3.061802 0.19 -0.17 -0.18
As 1.038674 0.975333 -1.843837 -0.28 0.19 0.08
C -0.692489 0.184553 -2.354111 0.12 -0.04 -0.05
C -1.751023 0.940957 -2.846154 -0.04 -0.03 0.01
C -2.987064 0.346262 -3.081116 0.04 0.04 0.00
C -3.174204 -1.008104 -2.844660 -0.01 -0.02 -0.01
C -2.112064 -1.772835 -2.375483 0.03 0.02 0.03
C -0.880753 -1.180613 -2.121426 -0.05 0.05 -0.05
C 2.166897 -0.262280 -2.866127 0.05 -0.04 0.05
C 3.394796 -0.600489 -2.310410 0.06 0.00 -0.04
C 4.258297 -1.472343 -2.961281 -0.01 0.04 -0.02
C 3.898020 -2.018741 -4.182275 -0.01 0.03 0.01
C 2.670072 -1.692708 -4.745289 -0.01 0.00 -0.01
C 1.811408 -0.822021 -4.090407 -0.03 -0.06 -0.02
H 0.042775 5.702959 -3.333134 -0.01 0.00 0.01
H 1.471591 5.632865 -5.334111 0.01 0.00 -0.01
H 2.725538 3.538686 -5.891161 0.00 0.02 -0.01
H 2.494827 1.585541 -4.439430 -0.03 0.05 0.03
H -1.623242 2.003328 -3.007853 0.01 0.01 0.00
H -3.806461 0.953857 -3.448251 -0.02 -0.01 0.00
H -4.139471 -1.465976 -3.030720 0.00 -0.01 0.00
H -2.236012 -2.836402 -2.204588 -0.02 -0.01 0.01
H -0.059156 -1.774532 -1.737153 0.00 -0.02 0.01
H 3.672163 -0.202577 -1.339305 -0.03 0.02 -0.01
H 5.194965 -1.747687 -2.492967 0.00 -0.01 0.00
H 4.560065 -2.713093 -4.685866 0.01 -0.01 0.00
H 2.375984 -2.125551 -5.694928 0.00 0.00 -0.01
H 0.853472 -0.576527 -4.536909 0.01 0.01 0.03
S 1.547741 3.963420 2.665764 0.06 0.07 0.03
C 3.117496 3.278892 2.703647 -0.05 -0.04 -0.03
C 3.126413 2.000683 2.228328 0.00 -0.07 -0.04
C 1.846936 1.516448 1.802952 0.30 0.11 0.08
C 0.912023 2.495115 2.008066 -0.13 -0.11 -0.14
C -0.482926 2.304649 1.658682 -0.22 0.14 0.04
C -1.476909 3.278123 1.809820 0.09 -0.11 -0.07
C -2.748320 3.015113 1.354759 -0.08 0.07 0.00
C -3.028442 1.793372 0.753344 0.06 -0.09 -0.01
C -2.010401 0.865351 0.679479 -0.07 0.06 0.02
N -0.783173 1.094162 1.149921 0.11 -0.15 -0.04
H 3.949583 3.857092 3.073709 0.03 0.02 0.01
H 4.030903 1.404529 2.189062 -0.01 0.02 0.00
H -1.219042 4.240970 2.227986 0.00 0.01 0.01
H -3.517013 3.774703 1.432642 0.00 -0.01 0.00
H -3.999113 1.559254 0.339826 -0.01 0.03 0.01
H -2.171402 -0.106303 0.222916 0.02 0.05 0.01
C -2.224363 -1.178082 3.430821 -0.14 -0.04 -0.01
Te -1.142896 -2.472567 2.126375 0.02 0.07 0.04
C -3.040131 -2.729536 1.147037 -0.08 0.04 0.06
C -4.083615 -2.254214 2.130048 0.11 0.06 0.11
C -5.432787 -2.547991 1.955003 -0.01 0.02 -0.01
C -6.383500 -2.101031 2.860227 0.02 0.00 0.00
C -5.986758 -1.349313 3.958771 0.01 -0.02 -0.02
C -4.644826 -1.053201 4.142146 -0.01 0.03 -0.01
C -3.682554 -1.497117 3.239373 0.00 -0.12 -0.12
H -1.989739 -0.153037 3.152070 0.01 0.02 0.01
H -1.879587 -1.326296 4.450681 -0.02 -0.03 -0.01
H -3.196134 -3.771623 0.870024 0.01 0.00 0.03
H -3.059682 -2.134037 0.234708 0.00 0.01 -0.04
H -5.735542 -3.134988 1.095241 -0.02 -0.01 0.00
H -7.429294 -2.341007 2.710677 0.00 0.00 0.00
H -6.721135 -0.998087 4.673208 -0.01 0.00 0.01
H -4.329358 -0.468835 4.998460 0.00 0.01 0.01
```
Positions in Å, forces in eV/Å.

Löwdin atomic charge list, values in e, 5 entries: number 1, Ti, carries 0.778; number 2, O, carries 0.027; number 3, C, carries -0.595; number 4, O, carries -0.236; number 5, C, carries -0.195

=====

ORCA calculation (wB97M-V/def2-TZVPD) on C42H31IrN7O5PSSe as an isolated structure.

charge: +1
highest occupied orbital energy (alpha / beta): -9.92 / -10.91 eV
energy relative to the best compared isomer or geometry (same formula, charge and spin): 182.4 kJ/mol
HOMO-LUMO gap (alpha / beta): 6.20 / 7.13 eV
multiplicity: 2
energy: -5623.724144 a.u.
LUMO level (alpha / beta): -3.72 / -3.77 eV

Geometry as XYZ:
```
89
Properties=species:S:1:pos:R:3:forces:R:3
Ir -0.300091 -1.174021 -0.876740 0.01 0.15 -0.27
Se -1.606443 -8.093816 2.007495 -0.02 -0.09 0.02
N -2.598030 -6.630340 1.849212 0.00 0.06 0.01
C -1.863650 -5.735802 1.244181 -0.05 0.11 -0.05
C -2.335980 -4.388226 0.924533 -0.05 -0.17 0.09
C -3.601148 -3.908600 1.267605 0.03 -0.09 0.00
C -3.926650 -2.613041 0.942894 0.01 0.08 -0.03
C -3.004791 -1.822719 0.263685 -0.04 -0.07 0.07
N -1.810812 -2.285426 -0.093389 -0.02 0.10 -0.11
C -1.465060 -3.541619 0.258500 0.22 -0.06 -0.05
C -0.105737 -3.945057 -0.072118 -0.17 0.14 0.04
N 0.655562 -2.997735 -0.654244 0.03 -0.04 0.03
C 1.906393 -3.293519 -0.995494 -0.04 -0.03 0.03
C 2.449640 -4.553033 -0.757061 0.04 0.09 -0.03
C 1.687979 -5.518290 -0.141140 -0.03 -0.08 0.02
C 0.373389 -5.213168 0.211914 -0.05 -0.20 0.10
C -0.530799 -6.146812 0.884418 0.06 0.10 -0.09
N -0.200409 -7.369431 1.201510 0.04 0.03 0.00
H -4.293479 -4.557910 1.786867 0.01 0.00 0.00
H -4.886644 -2.189469 1.200219 0.00 -0.01 0.00
H -3.228785 -0.808923 -0.019594 0.00 -0.02 0.05
H 2.492271 -2.516772 -1.465368 -0.01 0.00 -0.01
H 3.471869 -4.743991 -1.049952 -0.01 0.00 0.00
H 2.080893 -6.503335 0.073025 0.00 0.01 0.00
O 3.412741 -0.492349 -2.308025 0.01 0.00 0.00
S 2.700770 0.169734 -1.259759 -0.23 0.02 -0.18
O 2.870824 -0.291453 0.077374 0.03 -0.03 0.12
O 1.145906 0.124727 -1.636322 0.38 -0.57 0.07
C 2.845048 1.896233 -1.397162 -0.01 0.01 0.01
C 4.084927 2.502110 -1.264051 -0.05 0.05 -0.02
C 4.166927 3.866143 -1.477111 -0.01 0.02 -0.01
C 3.030007 4.578497 -1.843688 0.04 -0.01 0.00
C 1.802140 3.948310 -1.970475 -0.02 0.01 0.00
C 1.684736 2.581818 -1.720254 0.08 -0.02 0.12
P 0.105216 1.680758 -2.046645 -0.24 0.34 0.09
C -1.084218 2.906561 -1.501091 -0.11 -0.04 -0.13
C -2.460219 2.442796 -1.885025 0.01 -0.03 -0.03
C -3.557392 3.045014 -1.060838 -0.05 -0.01 -0.02
C -3.298111 3.972556 -0.112822 -0.02 0.07 0.08
C -1.978187 4.386074 0.185964 -0.03 -0.06 -0.04
C -0.897009 3.802944 -0.492148 0.09 0.09 0.09
C 0.121523 1.663753 -3.850824 0.02 0.00 -0.03
C -0.306317 2.798468 -4.539034 0.02 -0.04 -0.01
C -0.296303 2.814295 -5.926078 -0.01 0.02 0.03
C 0.141185 1.702095 -6.628570 0.01 -0.04 0.01
C 0.570409 0.571344 -5.945382 0.00 0.05 -0.03
C 0.563303 0.549739 -4.560330 -0.01 -0.02 -0.01
H 4.960444 1.918301 -1.012657 0.00 -0.01 0.00
H 5.117238 4.372461 -1.378632 0.00 0.00 0.00
H 3.102709 5.640128 -2.038548 0.00 0.00 0.00
H 0.937913 4.524029 -2.270729 0.02 0.00 0.00
H -2.670078 2.679521 -2.944088 0.00 -0.03 0.01
H -4.574545 2.755744 -1.283243 0.02 0.04 0.01
H -4.123023 4.405925 0.438375 0.00 -0.01 -0.01
H -1.797769 5.104712 0.972084 0.01 0.00 -0.01
H 0.104658 4.037674 -0.156171 -0.03 -0.02 0.02
H -0.649150 3.671213 -3.994842 0.00 -0.01 0.00
H -0.632734 3.695840 -6.455189 0.00 0.00 0.00
H 0.148075 1.714970 -7.710235 0.00 0.00 0.00
H 0.915715 -0.294908 -6.493322 0.00 0.00 0.00
H 0.909299 -0.332722 -4.038087 0.00 0.01 -0.01
N -1.108659 0.430647 -1.697889 -0.15 0.23 0.10
C -2.378635 0.908510 -1.841044 0.15 -0.03 -0.05
N -3.349887 0.075354 -1.980937 -0.18 0.09 -0.07
C -4.604723 0.509315 -2.156485 0.16 -0.06 0.01
N -5.715677 0.786553 -2.301324 -0.03 -0.04 -0.03
C 1.641691 0.191163 7.176441 -0.01 0.01 -0.05
C 1.300689 0.146534 5.711357 -0.01 -0.03 0.08
C 0.433098 -0.810193 5.205978 0.00 -0.04 0.03
C 0.101850 -0.865633 3.858151 -0.05 -0.09 -0.03
C -0.849585 -1.949590 3.406006 0.00 0.06 0.06
C 0.646169 0.092293 2.994313 0.05 0.15 -0.06
C 1.517467 1.081915 3.480345 0.00 0.03 0.02
C 2.137245 2.140804 2.602029 -0.03 -0.05 0.02
C 1.833995 1.077734 4.831206 0.05 0.05 -0.03
C 0.293502 0.116765 1.546517 -0.11 -0.11 -0.32
O 0.259423 -1.099891 1.006259 0.11 0.34 0.25
O 0.058245 1.135112 0.912032 0.18 -0.24 0.14
H 1.355996 -0.731381 7.679455 0.00 0.00 -0.01
H 1.119563 1.015046 7.666680 0.00 0.00 0.00
H 2.710039 0.347406 7.326026 0.00 0.00 -0.01
H 0.002761 -1.541345 5.881445 0.00 0.00 -0.01
H -1.325804 -2.406281 4.272666 0.00 0.00 0.01
H -0.324925 -2.729137 2.851977 0.02 0.01 0.01
H -1.635071 -1.554649 2.759213 0.02 -0.01 0.00
H 2.557633 1.713270 1.692435 0.00 -0.02 -0.01
H 2.932435 2.649211 3.146193 -0.01 -0.01 -0.01
H 1.395288 2.879253 2.299570 -0.02 0.01 0.00
H 2.519729 1.829212 5.208007 -0.01 -0.01 -0.01
```
Positions in Å, forces in eV/Å.

Löwdin atomic charge list, values in e, 5 entries: number 1, Ir, carries 1.486; number 2, Se, carries 1.183; number 3, N, carries -0.213; number 4, C, carries -0.330; number 5, C, carries -0.071